{"formula": "C32H54LaN2O3P2", "method": "ωB97M-V with the def2-TZVPD basis set", "elements": ["La", "P", "P", "O", "O", "O", "N", "N", "C", "C", "C", "C", "C", "C", "C", "C", "C", "C", "C", "C", "C", "C", "C", "C", "C", "C", "C", "C", "C", "C", "C", "C", "C", "C", "C", "C", "C", "C", "C", "C", "H", "H", "H", "H", "H", "H", "H", "H", "H", "H", "H", "H", "H", "H", "H", "H", "H", "H", "H", "H", "H", "H", "H", "H", "H", "H", "H", "H", "H", "H", "H", "H", "H", "H", "H", "H", "H", "H", "H", "H", "H", "H", "H", "H", "H", "H", "H", "H", "H", "H", "H", "H", "H", "H"], "xyz": [[-0.50623, 1.47239, 2.58140], [-0.23190, 2.79808, -6.39455], [-0.30286, 0.07308, -5.36176], [-4.15252, -3.82379, 3.23204], [-0.98005, -2.98020, 0.28037], [-1.52616, -0.24537, 3.91561], [-2.25122, -3.63343, 1.99058], [-1.14801, -1.56356, 2.12940], [-0.37494, 0.12930, -7.24916], [0.16409, -2.12435, -0.23319], [0.71253, 2.73002, 4.24485], [1.48446, 1.53453, 4.10329], [1.42223, -2.54291, 0.30952], [1.47759, 2.95306, -7.08380], [0.96241, -1.26882, -5.28264], [-4.36632, -1.22211, 4.77082], [-1.90221, -0.83658, -5.16445], [2.09958, 3.15609, 0.75500], [-3.21545, -2.09010, 5.26430], [-0.21534, 3.00032, 5.36441], [-0.53555, -3.04751, 5.97373], [2.35476, -0.08707, -1.60615], [-3.03839, -3.36511, 3.12568], [1.13748, 0.31335, -1.98826], [-0.08371, -1.96515, -1.75882], [2.88968, -1.47865, -1.54245], [1.61981, 0.44884, 5.11852], [-1.64185, -1.41053, 3.38996], [-1.13722, -3.49133, 4.65165], [3.24076, 0.67811, 2.40244], [2.74593, -2.17399, -0.15150], [-0.79745, 1.53182, -7.68075], [-1.41628, -2.70476, 1.48253], [-0.12328, -0.47939, -2.12066], [0.78057, 3.45705, 3.00105], [-0.94736, 4.20678, -7.34852], [1.65422, 2.72976, 2.11940], [-0.28319, 4.38194, 2.51496], [2.10853, 1.56008, 2.81148], [-2.26457, -2.56605, 4.14157], [2.98342, 3.81100, 0.79664], [-2.62732, -1.55155, 6.01998], [-0.58537, 5.13859, -6.90467], [3.34063, 0.61863, 1.31230], [1.38235, -3.03200, 1.29318], [-1.89662, 1.61728, -7.73959], [1.88035, 3.91646, -6.75603], [-1.09849, -0.62509, -7.59225], [2.48410, -2.12495, -2.33055], [-4.98371, -1.78030, 4.06165], [-1.21330, -3.27816, 6.80619], [-3.96160, -0.32268, 4.29834], [-2.00674, -1.24663, -4.15297], [1.81152, -0.95345, -5.90392], [2.55929, -0.09953, 4.96639], [1.31856, -1.38648, -4.25090], [-2.57888, -4.31925, 1.31097], [1.45276, 2.91553, -8.17890], [-4.99102, -0.93537, 5.62607], [-0.00234, -1.13642, 0.23773], [-0.26561, 4.07840, 5.55581], [-1.53194, -4.51554, 4.74741], [-0.30957, -1.97323, 5.97570], [-1.24141, 2.65376, 5.16031], [0.16021, 5.08441, 1.80509], [2.12883, 2.16390, -6.69964], [-1.05666, -2.42262, -2.00653], [-1.12835, 3.89619, 1.96976], [-0.35509, 1.79621, -8.65524], [-3.61857, -2.98912, 5.76692], [-2.03841, 4.16634, -7.25888], [0.77734, -0.26078, 5.06839], [0.96849, 1.38084, -2.17089], [3.10916, -0.33714, 2.79643], [-1.95941, -1.64549, -5.90401], [3.19240, -1.51953, 0.61546], [-2.71657, -0.11654, -5.33056], [3.37211, -3.08374, -0.15821], [0.67441, -2.51105, -2.32763], [0.39335, -3.60215, 6.13068], [0.13286, 2.49599, 6.26980], [-0.70874, 4.93725, 3.35242], [0.62637, -0.13514, -7.63449], [-0.46810, -0.41511, -3.17296], [1.28948, 3.70307, 0.25358], [2.36510, 2.28095, 0.14893], [1.65725, 0.88340, 6.12709], [3.97259, -1.40150, -1.72570], [4.21146, 1.04156, 2.78468], [-0.65729, 4.14758, -8.40594], [0.55136, -2.21633, -5.66087], [-0.93068, -0.01044, -1.53101], [3.09606, 0.68557, -1.37522], [-0.37258, -3.51943, 3.86175]], "lowdin_charge": [2.121, 0.765, 0.803, 0.150, 0.077, -0.235, 0.228, 0.151, -0.424, -0.332, -0.389, -0.343, -0.127, -0.314, -0.277, -0.072, -0.286, -0.010, -0.173, -0.024, -0.073, -0.114, -0.362, -0.124, -0.112, -0.182, -0.013, -0.391, -0.151, -0.013, -0.234, -0.453, -0.365, -0.238, -0.383, -0.343, -0.340, -0.058, -0.292, -0.311, 0.110, 0.113, 0.027, 0.067, 0.083, 0.076, 0.032, 0.069, 0.095, 0.076, 0.089, 0.063, 0.019, 0.038, 0.094, 0.001, 0.189, 0.039, 0.088, 0.080, 0.104, 0.141, 0.064, 0.086, 0.105, 0.025, 0.122, 0.061, 0.072, 0.139, 0.030, 0.063, 0.104, 0.084, 0.039, 0.080, 0.044, 0.111, 0.101, 0.087, 0.097, 0.097, 0.074, -0.002, 0.085, 0.059, 0.097, 0.115, 0.113, 0.037, 0.052, 0.111, 0.096, 0.121], "homo_energy_ev": [-7.05, -7.10], "charge": 1, "e_tot_ha": -2300.9068, "de_lowest_ev": 0.2153, "homo_lumo_gap_ev": [3.51, 3.54], "lumo_energy_ev": [-3.5, -3.6]}

{"formula": "C3H6", "method": "ωB97M-V with the def2-TZVPD basis set", "elements": ["C", "C", "C", "H", "H", "H", "H", "H", "H"], "xyz": [[-1.25674, -0.22925, -0.00725], [1.22501, -0.15390, -0.00266], [-0.14133, 0.44776, 0.00664], [1.94205, 0.65243, -0.16872], [1.29338, -0.88408, -0.84218], [1.55916, -0.68919, 0.92083], [-1.32737, -1.30833, 0.08584], [-0.23073, 1.54739, 0.05999], [-2.19816, 0.29409, -0.03617]], "nbo_charge": [-0.396, -0.662, -0.178, 0.215, 0.221, 0.223, 0.188, 0.195, 0.194], "homo_energy_ev": -9.69, "charge": 0, "e_tot_ha": -117.8684, "de_lowest_ev": 0.0965, "homo_lumo_gap_ev": 11.03, "lumo_energy_ev": 1.3, "smiles": "C=CC"}

{"formula": "C40H32BF4InO16", "method": "ωB97M-V with the def2-TZVPD basis set", "elements": ["In", "F", "F", "F", "F", "O", "O", "O", "O", "O", "O", "O", "O", "O", "O", "O", "O", "O", "O", "O", "O", "C", "C", "C", "C", "C", "C", "C", "C", "C", "C", "C", "C", "C", "C", "C", "C", "C", "C", "C", "C", "C", "C", "C", "C", "C", "C", "C", "C", "C", "C", "C", "C", "C", "C", "C", "C", "C", "C", "C", "C", "B", "H", "H", "H", "H", "H", "H", "H", "H", "H", "H", "H", "H", "H", "H", "H", "H", "H", "H", "H", "H", "H", "H", "H", "H", "H", "H", "H", "H", "H", "H", "H", "H"], "xyz": [[4.31694, -0.63755, 0.50723], [6.09323, 4.49949, 2.76179], [-0.86060, -2.23256, -2.55016], [-0.07182, 2.42804, -1.65230], [6.82568, 2.48385, -5.13782], [3.82546, 2.55810, 4.41835], [4.73985, 2.71532, 2.40484], [4.49751, 0.59868, -2.15203], [-0.59770, -4.10369, 5.89943], [3.16113, -2.08293, 2.73687], [4.01515, 1.64319, -4.07123], [3.64285, 0.85063, 2.97257], [2.35231, -3.18925, -5.38988], [-5.24751, 0.29397, -4.32266], [1.72429, -1.24491, -4.47883], [-0.57452, 4.23022, 1.95496], [-1.14999, 3.63671, -0.13382], [6.07488, 0.92983, -3.71442], [-6.61908, 0.43935, 0.89663], [0.87834, -3.12486, -3.66446], [0.95184, 4.17754, 0.29029], [-9.28337, -0.00482, -3.29678], [0.71057, 4.58637, -1.07356], [1.71674, -2.60337, -4.59652], [0.13567, -3.66452, 5.05507], [-0.50710, 3.70388, -1.37180], [-7.97383, 0.23422, -3.67136], [-4.88104, 0.39372, -0.69087], [-8.68345, 0.29447, -0.99822], [-0.15613, 0.33225, 3.54967], [2.90162, -4.95210, 2.78501], [1.12273, -1.78866, 3.81218], [4.61815, 3.73282, 4.45318], [-4.52883, 0.34782, -2.06016], [4.82335, 0.99788, -3.22493], [-5.53550, 0.35476, -3.15363], [-3.90813, 0.30961, 0.26847], [-6.32487, 0.37206, -0.27114], [-0.26933, 4.03604, 0.84398], [2.13698, -4.07990, 3.54754], [-7.33660, 0.27576, -1.35270], [-6.96235, 0.26151, -2.71767], [4.00872, 1.96608, 3.23122], [4.60353, 1.63390, -5.36692], [-2.55840, 0.31981, -0.11073], [0.08620, -2.23939, 4.60394], [0.49010, -2.14101, -2.74012], [2.26154, -2.62957, 3.33860], [-1.03742, -1.46577, 4.86476], [1.04958, -4.57712, 4.30035], [1.74055, -6.79579, 3.74074], [4.85679, 4.06139, 2.99123], [-9.66511, 0.05873, -1.93542], [6.08618, 1.33506, -5.04906], [0.85128, -0.83770, -3.44535], [-1.17748, -0.14419, 4.33097], [0.84926, -5.94263, 4.37115], [2.69554, -6.32090, 2.84329], [-2.21734, 0.38194, -1.47620], [-3.16783, 0.29578, -2.45107], [0.93176, -0.49069, 3.24032], [1.72386, 0.32891, 0.08856], [-1.13469, 4.03925, -2.19237], [-1.16753, 0.38578, -1.73138], [0.01984, -0.24320, -3.83461], [-7.77504, 0.14149, -4.73129], [0.99928, -2.35004, -1.80069], [-8.98382, 0.40851, 0.03527], [4.55828, 2.59373, -5.87051], [-1.80686, 0.37327, 0.66471], [1.88429, -0.82772, 0.51745], [-0.00499, -6.32649, 4.91100], [4.11783, 4.56059, 4.95378], [0.54294, 0.52355, 0.10938], [3.63629, -4.51508, 2.11873], [6.54814, 0.63728, -5.74303], [-10.04859, -0.21506, -4.03218], [1.61457, -7.87219, 3.75374], [-4.13053, 0.36283, 1.32550], [5.58311, 3.61931, 4.94962], [4.20499, 0.84054, -5.99606], [4.08864, 4.59523, 2.43438], [-0.20084, 1.27556, 3.01779], [1.74471, -0.14581, 2.62422], [1.56060, 4.28708, -1.67499], [1.33333, -0.10560, -2.78900], [-3.07181, 0.39366, -3.52639], [-10.70367, -0.01312, -1.64702], [-1.83363, -1.77160, 5.53246], [-2.07185, 0.39183, 4.61273], [3.34683, -6.97701, 2.28536], [2.25220, 0.50932, -0.95917], [0.45964, 5.64446, -1.05731], [2.23349, 0.97387, 0.95847]], "lowdin_charge": [1.266, 0.119, 0.062, 0.025, 0.065, 0.113, 0.125, 0.051, 0.163, -0.001, 0.094, 0.053, 0.212, 0.146, 0.068, 0.208, 0.113, 0.164, 0.141, 0.145, 0.058, 0.000, -0.015, -0.540, -0.272, -0.280, 0.016, -0.046, 0.014, -0.006, 0.009, 0.002, -0.039, -0.008, -0.542, -0.275, 0.033, -0.275, -0.564, -0.078, -0.054, -0.054, -0.548, -0.024, 0.036, -0.063, -0.284, -0.256, 0.096, -0.067, -0.015, -0.256, 0.000, -0.278, -0.071, 0.020, 0.022, -0.021, -0.030, 0.043, 0.071, -0.453, 0.174, 0.082, 0.139, 0.132, 0.164, 0.132, 0.146, 0.103, 0.000, 0.133, 0.150, 0.024, 0.123, 0.174, 0.123, 0.124, 0.131, 0.154, 0.144, 0.178, 0.121, 0.042, 0.145, 0.102, 0.133, 0.123, 0.141, 0.127, 0.121, -0.041, 0.151, -0.033], "homo_energy_ev": -13.46, "charge": 2, "e_tot_ha": -3361.0141, "homo_lumo_gap_ev": 1.82, "lumo_energy_ev": -11.6}